{"formula": "C22H36N2O4S3", "method": "the ωB97M-V functional and the def2-TZVPD basis", "species": ["C", "C", "C", "C", "C", "C", "C", "C", "C", "C", "C", "C", "C", "N", "S", "N", "C", "H", "H", "H", "H", "H", "H", "H", "H", "H", "H", "H", "H", "H", "H", "H", "H", "H", "H", "H", "H", "O", "S", "O", "C", "C", "C", "C", "H", "H", "H", "H", "H", "H", "H", "H", "O", "S", "O", "C", "C", "C", "C", "H", "H", "H", "H", "H", "H", "H", "H"], "xyz": [[5.180, -2.670, 3.892], [4.604, -1.623, 2.803], [4.422, -2.326, 1.351], [2.881, -2.471, 0.934], [2.046, -3.518, 1.882], [0.600, -2.839, 2.104], [-0.510, -3.821, 2.737], [-1.552, -2.935, 3.585], [-3.037, -2.885, 2.998], [-3.634, -3.802, 1.909], [-5.126, -3.570, 1.431], [-6.029, -2.465, 2.057], [-5.525, -1.510, 3.205], [-6.194, -0.457, 3.935], [-4.915, 0.040, 4.998], [-3.527, -0.914, 4.645], [-4.024, -1.783, 3.597], [4.399, -2.967, 4.691], [5.566, -3.615, 3.355], [6.100, -2.209, 4.425], [3.630, -1.127, 3.185], [5.386, -0.768, 2.737], [4.897, -1.586, 0.594], [5.031, -3.303, 1.245], [2.696, -2.808, -0.141], [2.387, -1.438, 1.087], [2.607, -3.752, 2.850], [1.970, -4.497, 1.265], [0.739, -1.848, 2.657], [0.215, -2.566, 1.042], [-0.976, -4.400, 1.862], [-0.064, -4.628, 3.439], [-1.586, -3.303, 4.671], [-1.186, -1.836, 3.638], [-3.011, -4.637, 1.452], [-5.624, -4.195, 0.601], [-7.107, -2.330, 1.680], [0.985, 0.795, 1.416], [1.184, 0.690, -0.012], [2.224, -0.128, -0.587], [-0.373, 0.260, -0.769], [-1.040, 1.601, -1.046], [0.063, 2.507, -1.598], [1.287, 2.340, -0.696], [-0.950, -0.376, -0.098], [-0.157, -0.271, -1.699], [-1.870, 1.498, -1.749], [-1.434, 2.023, -0.116], [0.313, 2.198, -2.616], [-0.255, 3.550, -1.641], [2.217, 2.442, -1.258], [1.273, 3.051, 0.132], [-0.231, 5.605, -3.087], [0.275, 4.768, -4.151], [1.298, 3.771, -3.930], [-1.110, 4.001, -4.974], [-1.502, 4.996, -6.058], [-0.188, 5.481, -6.671], [0.761, 5.815, -5.518], [-1.909, 3.808, -4.257], [-0.761, 3.061, -5.409], [-2.154, 4.538, -6.805], [-2.038, 5.842, -5.614], [0.245, 4.684, -7.284], [-0.340, 6.347, -7.320], [1.800, 5.610, -5.779], [0.655, 6.854, -5.201]], "lowdin_charge": [-0.1508, -0.2452, -0.2122, -0.2263, -0.1900, -0.2118, -0.1935, -0.1706, -0.0965, -0.0214, -0.0571, -0.0290, -0.3079, -0.2473, 0.8895, -0.2498, -0.2435, 0.0689, 0.0657, 0.0690, 0.1118, 0.1014, 0.1057, 0.1061, 0.1115, 0.0579, 0.1012, 0.1128, 0.1060, 0.1190, 0.0915, 0.1178, 0.1214, 0.1125, 0.0814, 0.0905, 0.0919, -0.3223, 0.6649, -0.3348, -0.2304, -0.2144, -0.2386, -0.2055, 0.1027, 0.1115, 0.1138, 0.1225, 0.0964, 0.0956, 0.1077, 0.1106, -0.3166, 0.6657, -0.3283, -0.2338, -0.2223, -0.2171, -0.2212, 0.1096, 0.1127, 0.1180, 0.1223, 0.1193, 0.1168, 0.1063, 0.1081], "max_force_ev_per_a": 6.12, "homo_lumo_gap_ev": 7.34, "de_lowest_kcal_mol": 155.5, "e_homo_ev": -8.36, "smiles": "CCCCCCCCc1cccc2nsnc12.O=S1(=O)CCCC1.O=S1(=O)CCCC1"}